Computed, not measured: C8H24Cu2N3NaO13S4 as an isolated structure at a distorted geometry, with ωB97M-V with the def2-TZVPD basis set.

CARTESIAN COORDINATES (ANGSTROEM)
1 Cu -21.405 -10.452 18.719
2 Cu -16.472 -10.245 13.686
3 Na -24.025 -12.870 12.005
4 N -25.054 -10.194 15.764
5 O -24.652 -10.451 14.627
6 O -24.340 -10.145 16.755
7 O -26.266 -10.379 15.933
8 N -17.154 -11.832 18.657
9 O -16.284 -12.402 19.336
10 O -16.884 -11.329 17.532
11 O -18.319 -11.663 19.171
12 N -20.442 -12.346 14.607
13 O -20.759 -12.021 15.734
14 O -21.084 -13.104 13.922
15 O -19.406 -11.846 14.081
16 C -24.202 -16.163 7.783
17 S -22.406 -15.816 8.314
18 O -22.315 -15.035 9.617
19 C -21.717 -17.537 8.530
20 H -24.172 -16.384 6.716
21 H -24.931 -15.365 7.927
22 H -24.648 -16.891 8.461
23 H -22.103 -18.135 7.704
24 H -22.207 -18.057 9.353
25 H -20.639 -17.630 8.661
26 C -17.491 -16.080 16.468
27 S -17.958 -17.816 16.535
28 O -16.541 -18.507 16.428
29 C -18.569 -18.105 18.216
30 H -17.394 -15.985 15.387
31 H -16.603 -15.748 17.006
32 H -18.233 -15.417 16.911
33 H -19.286 -17.403 18.643
34 H -17.690 -18.208 18.852
35 H -18.991 -19.108 18.289
36 C -20.221 -10.896 9.233
37 S -18.417 -11.351 9.044
38 O -17.766 -10.959 10.375
39 C -18.486 -13.204 9.206
40 H -20.699 -11.120 10.187
41 H -20.759 -11.415 8.440
42 H -20.487 -9.839 9.244
43 H -17.438 -13.496 9.264
44 H -18.810 -13.531 8.218
45 H -18.895 -13.617 10.128
46 C -23.415 -17.135 15.258
47 S -23.364 -16.584 17.025
48 O -23.139 -17.888 17.785
49 C -25.093 -15.948 17.333
50 H -23.179 -16.326 14.566
51 H -24.405 -17.505 14.991
52 H -22.665 -17.899 15.055
53 H -25.351 -15.358 16.453
54 H -25.206 -15.370 18.250
55 H -25.587 -16.900 17.524

The relative energy (zero: lowest compared OMol25 entry of this formula, charge and spin) is 6.1596 eV. For the total energy, the calculation gives -176769.0043 eV. The molar mass is 648.64 Da. The gap between HOMO and LUMO (alpha / beta) is 4.6 / 2.2 eV. The HOMO energy (alpha / beta) is -11.3571 / -11.3564 eV. The charge is +2. As for the spin multiplicity: 3. The lowest unoccupied orbital energy (alpha / beta) is -6.79 / -9.11 eV.